Entry from the OMol25 dataset: 3 unconnected molecules or ions with the total composition C21H44F6N7O5P2 in a non-equilibrium geometry (ωB97M-V/def2-TZVPD).

Geometry as XYZ:
```
85
C21H44F6N7O5P2, DFT ωB97M-V/def2-TZVPD
P -4.94409 -5.34579 -0.23464
P 2.60355 6.31101 -1.21446
F -0.24426 0.74465 1.37813
F 0.98592 -1.80728 3.35200
F 1.99650 0.95269 3.31853
F -1.08230 -1.48061 2.21096
F 2.41522 1.77730 1.12018
F 1.13892 -0.36739 -0.21631
O -6.44922 -5.47101 -0.57543
O 0.31627 -3.24120 -0.25503
O 1.18316 -4.04384 1.83711
O 3.59849 5.32245 -0.55866
O 3.86394 -1.04355 3.06774
N -5.14829 -5.97397 1.34149
N -3.21372 -5.20183 0.15715
N 1.31514 5.84466 -0.19317
N -4.93850 -3.64242 -0.30182
N 2.60890 5.51683 -2.72286
N 1.45971 7.44750 -1.96840
N 4.37854 -0.70978 0.59517
C 1.93908 8.22722 -3.10379
C -5.03222 -2.74371 0.82955
C 3.56927 -0.46580 1.86993
C 2.20412 0.49988 1.89913
C 1.61884 4.57024 -3.19213
C 3.92896 5.11784 -3.21942
C 6.60426 -1.81944 1.54349
C 1.50285 6.31215 1.18645
C 5.89004 -0.52136 0.80590
C -5.98056 -5.33569 2.34890
C -5.44462 -7.41245 1.33197
C 4.08835 -2.04682 -0.06722
C 0.01604 7.52225 -1.81203
C -2.56036 -5.33086 1.44971
C 6.90406 -2.92890 2.38882
C -5.64741 -3.05519 -1.44241
C 0.65373 -2.99096 1.15457
C 0.89671 -0.23495 1.23854
C 0.40801 -1.60451 1.99328
C 0.78089 4.49258 -0.15602
C -2.34591 -4.60096 -0.84920
H -6.00285 -5.92314 3.27429
H -6.04310 -2.72719 1.24958
H 0.57788 6.22490 1.76838
H 4.78749 -2.24816 -1.01301
H 6.41891 -0.31153 -0.21806
H 4.08948 0.06904 -0.06854
H 4.24894 4.16452 -2.78736
H 1.70724 3.60637 -2.68054
H -4.74149 -7.94028 0.67983
H -4.78374 -1.71620 0.53720
H -7.01117 -5.19193 2.00976
H -2.87796 -4.55690 2.15004
H 0.28499 4.23169 -1.09191
H 1.20062 -3.52678 -0.67346
H -2.74914 -6.31578 1.89707
H 0.60557 4.95520 -3.08395
H -6.46057 -7.61541 0.97411
H -0.48474 6.62724 -2.18421
H 1.60838 7.79219 -4.05204
H 4.68070 5.87555 -2.97408
H -2.80569 -4.64907 -1.84166
H -5.26613 -2.05558 -1.67408
H 1.58600 9.26252 -3.04970
H -0.40987 8.37562 -2.34854
H 1.73382 4.38101 -4.26635
H -0.26530 7.67770 -0.76202
H -1.39467 -5.13870 -0.92293
H 5.97806 0.40144 1.55266
H -5.49922 -3.65939 -2.34375
H -5.33366 -7.85098 2.33057
H 1.54921 3.74554 0.06639
H 3.03290 8.27393 -3.11268
H -2.13924 -3.55108 -0.61938
H 2.29165 5.75171 1.70134
H 7.24243 -3.75506 3.18123
H -5.56688 -4.37589 2.66117
H -6.72262 -2.98127 -1.25179
H -1.47143 -5.26182 1.36633
H -0.01355 4.40119 0.59395
H 4.21450 -2.96863 0.67323
H 1.77702 7.37190 1.19388
H -4.31208 -2.99384 1.60765
H 3.93013 5.02284 -4.30994
H 2.97115 -2.13646 -0.47440
```

Computed properties:
LUMO level = -6.145 eV
E_HOMO = -9.37 eV
Total charge = +1
Calculated total energy = -2866.98119 Eh
Kohn-Sham gap = 3.23 eV


Entry from the OMol25 dataset: a molecular structure, C41H56FeNO5P2S3Si (ωB97M-V/def2-TZVPD).

Geometry as XYZ:
```
110
C41H56FeNO5P2S3Si, DFT ωB97M-V/def2-TZVPD
Fe 0.12583 -0.37208 0.27371
S -1.11927 -2.61111 0.84698
S -0.66613 -1.96548 -3.21417
S -0.60568 0.03814 2.76678
P -2.06092 1.29370 -0.42635
P -1.48134 -1.72078 2.56508
Si 2.77316 -0.52516 0.58783
O -2.09553 -2.05654 -3.38353
O 0.74835 0.97920 -1.59150
O -3.07817 -1.62212 2.75536
O -1.04058 -2.61261 3.83389
O 0.05858 -3.20460 -3.15284
N -0.28496 -0.97785 -1.98289
C -2.30787 2.92938 0.36415
C -3.77068 -0.85102 -0.66239
C -1.53335 3.26187 1.47115
C 0.37144 0.10981 -2.38798
C -3.60230 -1.05628 3.97925
C 3.27224 -2.07047 1.69753
C 0.57638 0.17701 -3.86544
C -6.02743 0.38622 0.36076
C 3.14490 -3.35596 0.85908
C -1.37346 -4.47371 5.28751
C -3.69002 0.47567 -0.23942
C 0.02835 -0.92965 -4.47924
C -1.16150 3.16657 -3.95255
C 0.70935 -0.12481 -6.59351
C 3.84132 0.60990 -1.92090
C -4.83093 1.08634 0.27803
C 2.26604 -2.23909 2.84195
C -3.35673 5.10508 0.48505
C 5.30920 -1.05411 -0.88865
C 2.91892 1.09721 3.00071
C 2.64827 2.31555 0.88444
C -1.67529 4.49984 2.08940
C 1.27043 0.99217 -5.98154
C -6.09795 -0.93008 -0.07018
C -2.10118 1.79731 -2.19424
C -1.38489 -4.00626 3.85085
C 4.86543 1.38477 1.53686
C -4.19914 0.31660 3.75379
C -1.26839 2.84079 -2.61095
C 3.19586 -1.80497 -1.95374
C 0.07772 -1.11145 -5.84569
C -3.21430 3.87216 -0.13014
C 1.21123 1.15692 -4.60392
C -1.86895 2.44367 -4.90586
C 3.83122 -0.68594 -1.08531
C 3.35664 1.11082 1.53105
C -2.79229 1.06908 -3.15743
C -4.96754 -1.54637 -0.58436
C -2.67575 1.39300 -4.50545
C -2.58729 5.41999 1.59971
C 4.66748 -2.03483 2.32581
H 2.92914 3.24428 1.40709
H 3.12667 2.08124 3.44992
H -3.46125 0.98067 3.30575
H -3.80257 3.63914 -1.00912
H 5.46141 -1.94040 1.58963
H 2.20808 -1.37668 3.50722
H 4.77672 -1.21108 3.03931
H 5.26849 1.55358 0.54058
H 1.56041 2.21423 0.94898
H 0.76937 -0.22841 -7.67052
H 3.91793 -3.44023 0.09313
H -0.39322 -4.30245 5.73409
H 1.64308 2.01729 -4.10946
H -4.36430 -1.75596 4.32708
H 1.27173 -2.41970 2.45338
H 2.89501 2.43745 -0.17105
H 3.23815 -4.23410 1.51575
H -5.00350 -2.57620 -0.92101
H -1.06186 4.73979 2.95068
H 5.83758 -0.33668 -0.25957
H -2.69577 6.38636 2.07761
H 3.76498 -2.73510 -1.88395
H 1.76171 1.74025 -6.59127
H -0.65075 -4.54501 3.24844
H -2.81374 -1.01886 4.73361
H 2.54754 -3.11496 3.44932
H 5.07236 2.29113 2.12846
H -0.81679 2.54669 1.85335
H 3.18099 -1.52228 -3.01430
H 5.42884 0.56501 1.98997
H -4.79130 2.10538 0.63249
H -3.40382 0.22376 -2.87266
H 2.17455 -2.05056 -1.67115
H -1.77365 2.68855 -5.95796
H -2.89974 -1.34298 -1.06010
H 4.47008 1.37981 -1.47292
H 3.45982 0.35077 3.59063
H 1.85452 0.89909 3.11125
H -0.67856 3.38374 -1.88195
H -4.06450 5.82515 0.09094
H -6.90478 0.87234 0.77250
H -1.59761 -5.54195 5.33777
H -3.20837 0.79959 -5.24018
H 4.84170 -2.96986 2.88305
H 2.85050 1.02792 -2.06957
H -5.06149 0.25554 3.09459
H -7.03300 -1.47493 -0.00048
H -4.51713 0.74268 4.71127
H 2.17099 -3.42050 0.36423
H 4.26666 0.39091 -2.91239
H 5.81373 -1.06930 -1.86750
H -2.11936 -3.93455 5.87499
H -2.36601 -4.15509 3.39390
H -0.35534 -1.98590 -6.31463
H 5.43572 -2.04170 -0.44958
H -0.50854 3.97774 -4.25621
```

Computed properties:
Energy above the lowest of the compared OMol25 structures with the same formula, charge and spin = 2.8 kcal per mole
LUMO level (alpha / beta) = 2.493 / 2.489 eV
E_HOMO (alpha / beta) = -3.93 / -4.45 eV
Spin multiplicity = 5
Expectation value of S² = 6.01
Total charge = -1
Calculated total energy = -5457.58784 Eh
Kohn-Sham gap (alpha / beta) = 6.42 / 6.94 eV


Entry from the OMol25 dataset: a molecular structure, C26H57B4O14P in a non-equilibrium geometry (ωB97M-V/def2-TZVPD).

Geometry as XYZ:
```
102
C26H57B4O14P, DFT ωB97M-V/def2-TZVPD
P 1.07145 7.25293 -0.50368
O 0.76974 8.16477 0.57278
O -3.72595 -2.69015 1.64770
O 0.86674 5.08713 1.34288
O -0.31901 3.38677 2.49321
O 1.22342 0.62574 -1.50276
O 2.52418 7.44129 -1.14335
O -3.60978 2.78371 -5.75878
O 0.64011 -1.45610 2.87619
O 1.24681 2.81924 0.76882
O 2.94221 -3.60578 0.62085
O 7.90182 -6.86594 0.53995
O 1.05984 4.43096 -0.94860
O -3.37559 2.82952 -0.86150
O 0.06950 7.47542 -1.70862
C -5.82546 3.54997 -5.45535
C -4.08117 1.42506 0.91356
C 6.66930 -6.20453 0.83017
C 1.02442 -4.97724 0.38996
C -0.13281 3.26867 -3.73093
C -4.38167 3.53080 -0.11977
C 2.32708 -0.12235 3.87136
C -3.28071 1.48089 -0.38047
C 8.08765 -4.63706 -0.22897
C -5.15728 2.47591 0.65723
C -0.31721 1.99996 -2.90247
C 1.52660 -3.53958 0.38600
C 6.96702 -4.71171 0.80486
C 1.99344 -5.63997 1.36762
C 3.29704 -4.92286 1.04292
C 8.85935 -5.91813 0.06258
C -4.97012 2.36506 -5.88621
C -4.94824 4.73097 -5.86678
C -4.23479 -3.52174 2.69340
C 0.18565 -0.09555 2.86595
C -2.44159 -2.17624 2.01941
C -2.27357 -2.47306 3.50147
C 1.85135 -1.55012 3.64156
C 1.00592 0.63798 3.91165
C -3.07418 -3.76493 3.65015
C -3.55662 4.19680 -5.55766
B 0.98338 5.38187 0.03527
B 0.65598 1.85252 -1.68844
B 0.60002 3.74342 1.55955
B 1.01470 3.08731 -0.56236
H 0.37087 7.02942 -2.52074
H 0.35778 0.31607 1.86511
H 7.33580 -4.38628 1.78029
H -5.05541 -2.99368 3.19189
H -2.23004 1.21750 -0.24047
H 3.96977 -4.85756 1.90001
H -3.40178 -3.96599 4.66881
H 8.70513 -3.74440 -0.14587
H -5.94927 2.05572 0.03439
H 1.62590 -2.05405 4.58859
H -5.15724 2.09972 -6.93234
H -0.27851 4.17858 -3.16434
H 0.54507 0.53532 4.89686
H -3.70445 0.81467 -1.13775
H 1.07191 -2.95820 1.19029
H -1.23196 -2.56177 3.79263
H 9.61124 -5.75943 0.84329
H -0.18264 1.15632 -3.56752
H -3.28174 4.38734 -4.51378
H 1.69249 -5.42679 2.39598
H 1.13232 -5.42075 -0.60240
H -1.35084 1.95855 -2.56744
H 5.93965 -6.47580 0.05943
H 2.01618 0.71281 -0.94296
H 2.92849 -0.01291 4.77199
H -3.45762 1.72896 1.76000
H -5.00682 4.09177 -0.81410
H -5.95947 3.54338 -4.37137
H -2.47737 -4.61458 3.31024
H -5.12916 1.47866 -5.27171
H 2.57203 -2.15434 3.08812
H -3.89016 4.24248 0.55346
H -1.67626 -2.68280 1.42213
H -2.78602 4.62214 -6.20179
H -4.47217 0.43105 1.12259
H -2.73206 -1.68088 4.10101
H 7.66882 -4.66879 -1.23700
H 2.92419 0.21119 3.01956
H -0.88709 3.26898 -4.50691
H 3.82786 -5.41662 0.22149
H -5.17378 5.65337 -5.33455
H 9.35694 -6.32631 -0.81733
H 2.06640 -6.72011 1.25118
H -2.40589 -1.11069 1.79085
H 6.29609 -6.54588 1.79656
H -0.02075 -5.05639 0.68534
H -4.63022 -4.43983 2.25797
H 1.09986 1.69677 3.69038
H -5.05159 4.92084 -6.93716
H 3.03883 6.62013 -1.04595
H 1.34290 -3.02979 -0.56057
H -0.88401 -0.06710 3.07238
H 0.83317 3.29838 -4.21936
H 6.09546 -4.10981 0.55294
H -5.61118 2.87051 1.56433
H -1.19860 3.39906 2.07280
H -6.81005 3.55023 -5.91983
```

Computed properties:
LUMO level = -0.105 eV
E_HOMO = -9.34 eV
Calculated total energy = -2519.34411 Eh
Kohn-Sham gap = 9.24 eV